This record from the OMol25 dataset describes an isolated molecule of C20H40N4O5. The level of theory is ωB97M-V/def2-TZVPD.

```
69
Properties=species:S:1:pos:R:3:forces:R:3
C -0.9047 -1.0121 -1.8840 0.147 0.565 -0.018
H -0.2853 -1.6162 -2.5503 -0.061 0.023 0.050
H -4.9893 0.9397 -0.8718 -0.007 0.024 -0.108
H 2.8292 -1.4324 -2.0290 0.043 0.091 -0.017
O -1.3294 1.3127 -1.5352 -0.046 -0.229 -0.005
H 4.5937 -2.5712 -0.7507 0.005 -0.087 -0.072
C -0.9544 2.6628 -1.4215 0.078 0.348 0.332
N 2.8812 -0.5201 -0.1587 0.040 -0.294 0.035
N 2.2426 0.9259 1.5358 0.081 0.200 0.022
H -0.0708 1.9247 2.7760 0.030 0.110 0.065
H -1.8917 3.1795 -1.2011 0.113 0.059 -0.061
N -2.9016 -0.5126 -0.0150 -0.121 0.219 -0.072
H -0.5896 -3.1471 1.6736 0.141 -0.033 -0.049
O -0.2866 2.1933 0.8241 -0.152 -0.044 -0.217
C 2.7427 0.7559 0.2645 -0.063 -0.004 0.358
H 2.3258 2.4558 2.9555 -0.016 0.033 -0.032
C 3.5145 -0.8351 -1.4142 0.217 -0.068 -0.228
C 6.2785 0.4640 -0.9493 -0.050 -0.133 0.168
N -1.0222 -1.7085 -0.6157 0.056 -0.181 0.040
H -7.4674 1.5372 -1.1225 -0.018 0.092 -0.093
H 6.7071 -1.5087 -0.2086 -0.036 -0.011 0.089
H 0.2439 3.5993 2.2402 -0.013 -0.108 0.057
C -6.5920 0.3026 0.4201 0.085 0.044 -0.322
H 0.1175 -1.2877 2.8867 0.046 -0.011 -0.047
H 0.7623 -4.1109 1.0279 -0.106 0.030 -0.016
C 1.9153 2.2679 1.9575 -0.285 0.244 -0.253
H -0.8000 -3.8010 -0.7292 0.119 0.012 -0.032
H -5.3903 -0.7746 -1.0055 0.048 -0.011 -0.078
O 1.2370 -2.2063 1.4260 0.238 0.083 -0.062
H 0.2171 0.6495 -2.7241 -0.022 0.003 0.043
O -2.5644 -2.5910 0.8196 -0.140 -0.425 0.232
H 5.2557 -1.8052 -2.1992 0.013 -0.090 -0.055
C 5.8351 -0.8644 -0.3475 0.000 -0.035 -0.212
H 0.6529 -2.8287 -1.0931 -0.044 -0.008 0.000
H 6.6440 0.3213 -1.9643 0.072 0.029 -0.140
H 0.0564 4.0219 -0.0911 -0.003 -0.034 -0.063
C -7.7128 0.6421 -0.5549 0.088 -0.037 0.247
C -2.2104 -1.6650 0.1085 0.211 0.299 -0.218
H -0.5510 3.0328 -2.3761 -0.061 0.001 0.084
H 5.3979 -0.6830 0.6368 0.050 -0.074 0.066
H 5.4546 1.1721 -0.9698 -0.053 0.132 -0.053
H -1.8921 -0.9050 -2.3469 0.099 -0.046 -0.066
H -7.8681 -0.1749 -1.2560 -0.054 -0.061 -0.108
H -2.4841 0.2738 -0.4946 0.105 0.009 0.025
H 1.7419 0.2810 3.4149 0.045 -0.039 -0.042
C -0.2212 -2.9109 -0.4446 -0.052 -0.217 0.520
C 0.0739 2.9459 -0.3189 -0.041 -0.166 -0.320
H 2.7977 -0.8268 2.5305 -0.074 0.031 0.106
C -4.1462 -0.2893 0.6774 -0.252 -0.107 -0.142
H 3.7027 0.1108 -1.9247 -0.093 -0.126 -0.011
H -4.0264 0.5270 1.4005 -0.032 -0.090 0.011
H 0.0964 -0.4667 1.3090 0.068 0.005 0.084
H -6.8639 -0.5874 0.9912 0.014 -0.002 0.100
H 7.0799 0.8959 -0.3541 0.084 0.098 -0.001
H -6.4652 1.1245 1.1284 -0.004 -0.021 0.100
C 0.7275 -1.0199 2.0134 -0.049 0.150 0.295
H 2.3974 2.9436 1.2479 -0.047 -0.036 0.201
H -4.3792 -1.2080 1.2214 0.011 0.170 0.012
H 1.0826 2.6833 -0.6609 -0.117 0.057 0.115
C -0.2841 0.3894 -1.7805 0.057 -0.214 -0.272
H -8.6443 0.8183 -0.0220 -0.136 0.035 -0.035
H 2.5447 -1.2924 0.3992 -0.109 0.018 0.046
C 0.2656 -3.1364 0.9931 -0.173 -0.278 -0.254
O 3.0370 1.7178 -0.4360 0.191 0.305 -0.356
C -5.2708 0.0511 -0.3011 -0.033 -0.032 0.481
C 1.9322 -0.1599 2.4355 -0.255 -0.332 -0.201
C 0.3981 2.5353 1.9995 0.314 -0.014 0.185
C 4.8212 -1.6088 -1.2170 -0.076 0.189 0.207
H 0.4555 0.4097 -0.9750 -0.017 -0.010 -0.041
```
Positions in Å, forces in eV/Å.

Computed properties:
Molecular weight (g mol⁻¹): 416.56
Energy relative to the best compared isomer or geometry (same formula, charge and spin) (kcal per mole): 0.0
Orbital gap (eV): 9.618
Charge: 0
HOMO energy (hartree): -0.3230
Calculated total energy (eV): -37587.9462
SMILES: CCCCNC(=O)N1CCOCCOCCN(C(=O)NCCCC)CCOCC1


This record from the OMol25 dataset describes a cluster of 6 separate species, C20H40O8S2 in total at a distorted geometry. The level of theory is ωB97M-V/def2-TZVPD.

```
70
Properties=species:S:1:pos:R:3:forces:R:3
H -0.6250 -0.8777 -3.5753 0.194 -0.178 0.060
O 2.0474 -2.2870 1.5945 0.333 -0.317 -0.435
H -2.1981 -0.3259 3.2405 0.013 -0.009 -0.004
H 1.6908 2.6740 1.2846 0.031 0.070 -0.183
H 0.4796 -3.7696 -1.3892 -0.346 -0.035 0.185
C 2.8196 5.8979 1.7962 -0.068 0.093 -0.456
C -3.4497 -2.0831 2.9695 -0.115 0.504 0.369
H -3.1566 -1.3904 -1.2534 0.187 0.082 0.119
H 1.1304 8.1468 1.7078 -0.056 0.116 -0.104
H 1.7379 -1.0259 -4.6674 -0.348 -0.263 -0.274
C -3.7004 -0.6324 -0.6845 0.375 0.406 -0.137
H 3.3329 -5.0625 1.1305 0.077 0.008 -0.139
H 1.8127 8.8413 0.1827 -0.248 -0.131 -0.175
H 0.2134 4.3526 -0.0973 0.036 0.069 -0.080
O 0.8608 -3.7566 -4.5784 -0.206 -0.291 -0.645
C 3.9149 -2.4740 0.1314 -0.391 0.263 0.183
S -1.6963 -3.4632 1.6384 0.133 0.242 0.827
H -4.2049 2.1811 -2.6662 0.202 0.296 0.011
H 1.3772 0.9551 1.0865 -0.173 -0.271 0.108
C 2.4387 6.8299 0.6598 0.144 -0.128 -0.185
H -0.8402 -1.3132 1.4694 -0.171 0.281 0.126
H 2.7973 8.6893 1.6205 -0.136 -0.139 0.048
O -0.8035 -4.5349 1.9643 0.318 -0.666 -0.021
O 2.5242 6.4854 -0.4958 -0.055 -0.101 0.044
C -0.0275 3.5438 -0.7889 0.235 -0.235 0.235
H 3.8177 6.1766 2.1412 -0.118 0.080 0.220
H -0.8174 -3.3344 -2.5730 0.014 -0.251 0.004
H -4.5146 -1.1632 -0.1976 -0.110 0.165 0.025
H -2.6048 1.4000 -2.5958 -0.065 0.036 0.059
O 2.6178 -3.5772 -2.8478 0.808 -0.336 0.415
H -3.9197 -4.0838 2.1581 -0.070 0.022 -0.020
H 0.7193 3.5634 -1.5860 -0.096 0.189 -0.057
H 1.6021 -4.7423 1.4009 0.047 0.034 0.062
C -3.1497 -3.5260 2.6844 0.184 -0.520 -0.384
C 0.1338 -3.0539 -2.1288 0.195 -0.102 -0.231
H -2.8387 -4.0706 3.5750 -0.050 0.000 0.072
O -0.8389 1.4511 -0.0503 -0.380 -0.569 0.165
H 2.8831 4.8849 1.4106 -0.064 -0.094 0.017
H -3.1659 2.2593 -1.1831 -0.102 -0.072 0.187
H -3.8746 -1.5803 2.0997 -0.112 -0.160 -0.042
C 1.4145 1.9006 0.5631 0.182 -0.139 0.191
O -5.2293 0.1422 -2.2588 -2.347 -0.600 -1.223
C -2.1074 -1.4105 3.3021 -0.227 0.361 0.173
C 2.7435 -3.0241 0.9104 -0.111 0.679 0.291
H 4.7517 -3.1669 0.1171 0.078 0.005 -0.030
O -2.0927 -3.2742 0.2691 -0.124 0.205 -0.341
H -0.8041 -1.3833 -1.1266 -0.125 0.017 -0.113
C 1.9945 8.2099 1.0435 0.404 0.288 0.457
C -1.0613 -1.9297 2.3419 0.468 -0.067 -0.699
C 1.5049 -1.3389 -3.6579 0.496 0.792 1.242
H 3.5928 -2.3057 -0.9001 0.056 -0.149 -0.016
H -0.1188 -2.1362 2.8366 0.103 -0.231 -0.152
H -1.0352 3.6580 -1.1731 0.005 0.071 -0.132
H 0.9282 -1.4458 -0.9688 -0.024 0.187 -0.204
H 2.0929 5.9663 2.6051 0.178 -0.013 0.141
C 0.0900 2.2175 -0.0786 0.260 0.450 -0.166
C -4.2301 0.3792 -1.6708 1.352 0.188 0.900
C 2.4718 -4.4807 0.7998 -0.604 -0.501 0.140
C 0.2773 -0.7633 -2.9527 -1.039 -0.131 -0.299
H 2.2092 1.8175 -0.1825 -0.059 0.253 -0.054
H 4.1760 -1.5167 0.5774 0.213 -0.005 -0.060
H -1.7701 -1.6422 4.3139 -0.259 -0.084 0.059
H 2.2411 -4.7487 -0.2350 0.314 0.024 -0.060
C -3.5037 1.6577 -2.0216 0.285 -0.233 -0.174
H -4.1582 -2.0032 3.7936 -0.019 0.134 -0.032
C 0.1042 -1.6087 -1.6785 0.367 0.270 0.359
H 0.3007 0.3092 -2.7461 0.490 -0.095 0.045
H 2.3437 -1.0266 -3.0188 0.118 -0.258 -0.310
S 1.3866 -3.1182 -3.4138 -0.675 0.738 -0.083
H -3.0378 -0.1393 0.0218 0.199 -0.245 0.185
```
Positions in Å, forces in eV/Å.

Computed properties:
Molecular weight (g mol⁻¹): 472.67
Orbital gap (eV): 9.606
Charge: 0
HOMO energy (hartree): -0.3414
Calculated total energy (eV): -59438.5279
SMILES: O=S1(=O)CCCC1.O=S1(=O)CCCC1.CC(C)=O.CC(C)=O.CC(C)=O.CC(C)=O


This record from the OMol25 dataset describes a cluster of 4 separate species, C20H41BBrNO10S in total at a distorted geometry. The level of theory is ωB97M-V/def2-TZVPD.

```
75
Properties=species:S:1:pos:R:3:forces:R:3
H -4.1907 -0.4507 3.2529 0.004 -0.009 0.002
C 3.5662 4.3840 2.4547 -0.133 0.020 -0.132
H -1.9041 2.3903 0.1099 0.171 -0.515 0.222
H 5.7719 6.7676 1.6806 0.017 -0.011 0.021
H 4.2883 6.4526 0.7752 0.011 -0.005 -0.013
C 2.7547 0.7976 -0.1000 0.027 -0.312 -0.615
H -0.2587 -1.2355 -0.1002 -0.164 0.240 0.126
H 2.6108 4.5102 1.9357 -0.024 0.014 0.036
H 3.7958 1.2960 2.0373 -0.085 0.325 0.315
H -4.6909 -1.5148 0.4392 -0.014 0.052 0.035
O 2.4299 0.1330 -4.6503 0.179 -1.123 -0.245
C 4.2313 0.3396 1.8062 -0.129 0.272 -0.271
C -4.5201 -3.8494 -1.3659 0.040 -0.046 0.129
H -4.4629 -2.9316 -1.9525 0.064 0.014 -0.007
H 5.2755 0.4025 2.0659 0.226 -0.437 0.309
O 4.4823 3.7367 1.5619 -0.016 0.003 0.037
H 4.8770 5.6177 3.6464 -0.014 0.001 0.009
H -6.1099 0.8851 1.6687 -0.041 -0.036 -0.016
H 5.5901 4.5810 0.0370 -0.038 -0.059 -0.007
H 1.9458 -1.7196 0.1467 0.162 0.108 0.171
H -1.3868 -3.2956 -0.0677 -0.410 -0.056 0.061
H 1.9658 0.7004 0.6411 -0.152 -0.226 0.272
O 2.6971 2.4811 -4.3923 0.118 1.501 0.293
C 2.1995 0.4055 -1.4713 1.614 1.097 0.419
C -0.4407 -3.3089 -0.5795 0.418 0.597 -0.225
H -2.8876 -6.5298 -1.0400 0.042 0.049 0.016
H 6.4180 4.4364 1.5992 0.023 0.049 -0.022
B -0.0045 2.6907 -0.2539 -0.010 0.783 0.375
H 4.8844 0.4576 -0.1788 0.153 0.106 -0.462
C -5.0038 -6.1601 -1.4690 -0.014 0.016 0.129
O -1.0864 1.8808 -0.0146 -0.504 0.217 -0.502
H 1.9517 -2.8758 -1.1477 0.210 -0.253 -0.189
N 2.2038 -0.9655 -1.8543 -0.731 -0.285 0.597
O 0.8601 1.2497 -3.1794 0.271 0.200 0.147
H 3.0051 1.8453 -0.1668 -0.126 0.416 0.111
C 4.1877 5.7280 2.8061 0.130 -0.041 0.082
H -0.5457 -3.8511 -1.5056 -0.087 -0.414 -0.174
H -4.6909 -3.5815 -0.3164 -0.061 -0.017 -0.046
H -5.6704 -4.7449 -2.9568 -0.004 0.016 0.001
H -2.4622 0.1569 0.8230 0.073 -0.100 0.050
O 3.0981 1.0727 -2.4169 -0.242 -0.033 -0.434
C 0.0832 -1.9059 -0.8867 0.062 0.149 0.748
H 0.0316 0.5196 -1.5272 -0.300 0.287 0.521
O 0.2424 3.8050 0.5056 -0.662 0.402 -0.280
H 3.4451 6.4782 3.0716 -0.018 0.004 -0.025
H -3.2376 -6.1547 -2.7375 -0.018 -0.060 0.008
H -5.8358 -1.5176 1.7854 -0.018 0.011 0.020
H 3.4053 3.7492 3.3278 0.044 -0.055 -0.023
C 5.4650 4.6771 1.1157 0.086 -0.050 0.060
C -5.0196 -0.9643 1.3239 0.095 -0.023 -0.111
H -0.6038 4.1137 0.8664 0.588 0.022 0.304
S 2.3338 1.2579 -3.8084 -0.404 -0.688 0.051
C 4.9646 6.0523 1.5333 -0.116 0.029 -0.072
H -5.8655 0.5213 -0.0495 0.039 0.045 -0.027
H -3.1679 -1.5765 2.3549 0.017 -0.006 -0.043
H -2.6424 1.1120 2.3032 -0.001 0.044 -0.028
C -3.5163 -5.9335 -1.7019 0.028 0.023 -0.129
H -5.1947 -6.3505 -0.4105 0.006 -0.014 -0.001
C -3.1673 0.4729 1.5916 0.021 -0.192 0.024
C -5.5889 -4.8093 -1.8697 0.011 -0.010 -0.122
H -5.3981 -6.9981 -2.0411 0.004 0.007 -0.026
H 3.9658 -0.9990 0.1748 0.040 -0.283 -0.251
C 0.8913 1.1385 -1.7364 -0.062 -0.218 -2.254
C 1.6147 -1.8836 -0.8789 -0.315 -0.185 -0.519
C -5.4136 0.4565 0.9403 -0.047 0.043 0.120
H -6.5706 -4.6103 -1.4429 0.001 -0.002 0.025
H 3.1424 -1.2372 -2.1063 0.083 0.040 -0.027
O -3.2744 -4.5449 -1.4566 -0.166 -0.044 -0.017
O -4.2081 1.2283 0.9607 0.046 0.005 0.014
H -0.3093 -1.5067 -1.8119 -0.051 -0.142 -0.415
C 4.0111 0.0700 0.3262 -0.058 -0.051 0.777
H 0.2871 -3.8043 0.0494 0.090 -0.335 0.249
O 0.8858 2.4371 -1.2561 0.073 -0.997 0.749
Br 3.3039 -0.9561 2.9267 0.126 0.040 0.018
C -3.8342 -0.7212 2.2564 -0.179 0.088 0.077
```
Positions in Å, forces in eV/Å.

Computed properties:
Molecular weight (g mol⁻¹): 578.33
Energy relative to the best compared isomer or geometry (same formula, charge and spin) (kcal per mole): 15.6
Orbital gap (eV): 9.463
Charge: 0
HOMO energy (hartree): -0.3424
Calculated total energy (eV): -124926.2265
SMILES: CCCN[C@@]1(CCCBr)OS(=O)(=O)O[C@@H]1OB(O)O.C1CCOC1.C1CCOC1.C1CCOC1